Density functional theory data (ωB97M-V with the def2-TZVPD basis set) for C45H25F2HfI4N4 as an isolated structure.

Results
- LUMO energy (alpha / beta) (eV) = -4.881 / -4.882
- net charge = +1
- ΔE to the lowest compared entry with this formula, charge and spin (eV) = 1.709
- total energy (eV) = -92168.3497

XYZ file:
```
81
Properties=species:S:1:pos:R:3:mulliken_charge:R:1
Hf -15.71 -1.29 -16.34 0.68
I -10.80 3.01 -23.23 0.14
C -12.08 1.94 -22.01 -0.24
C -13.19 2.52 -21.38 -0.76
C -14.07 1.77 -20.61 -0.42
C -13.83 0.43 -20.40 1.12
C -12.73 -0.13 -21.06 -0.62
C -11.93 0.57 -21.92 -0.95
C -14.63 -0.43 -19.52 0.02
C -15.91 0.05 -19.00 0.44
C -16.79 0.97 -19.67 -0.94
C -18.00 1.08 -18.98 -1.47
C -17.88 0.40 -17.75 0.20
C -18.60 0.74 -16.54 1.03
C -19.82 1.67 -16.51 0.17
C -20.94 1.28 -15.75 -0.43
C -22.06 2.06 -15.83 -0.62
C -22.14 3.20 -16.66 -0.32
I -24.07 4.13 -17.05 0.07
C -21.01 3.69 -17.35 -0.70
C -19.87 2.86 -17.25 -0.48
C -18.24 0.17 -15.32 0.45
N -17.45 -0.95 -15.10 -0.64
C -17.42 -1.23 -13.69 0.43
C -16.72 -2.34 -13.07 1.34
C -17.03 -2.64 -11.70 0.37
C -18.39 -2.65 -11.33 -0.72
C -18.80 -3.05 -10.08 -0.82
C -17.80 -3.50 -9.18 0.07
I -18.39 -3.80 -7.23 0.14
C -16.46 -3.51 -9.49 -0.63
C -16.02 -3.05 -10.76 -0.84
C -15.82 -3.18 -13.83 0.66
C -15.21 -4.30 -13.28 -1.67
C -14.48 -4.93 -14.32 -1.81
C -14.64 -4.18 -15.53 0.34
N -15.48 -3.05 -15.19 -0.19
C -14.03 -4.50 -16.79 1.21
C -14.12 -3.67 -17.87 0.54
C -13.59 -4.02 -19.18 -0.97
C -13.76 -2.89 -19.98 -1.22
C -14.35 -1.83 -19.17 0.53
N -14.63 -2.33 -17.86 0.04
C -13.39 -5.88 -16.96 0.00
C -13.95 -7.06 -16.45 -0.53
C -13.23 -8.28 -16.44 -0.67
C -11.87 -8.24 -16.88 -0.18
I -10.66 -9.98 -16.84 0.11
C -11.33 -7.09 -17.50 -0.70
C -12.06 -5.90 -17.46 -0.85
C -18.18 -0.22 -13.03 -1.01
C -18.66 0.66 -13.98 -1.57
N -16.64 -0.37 -17.82 -0.05
H -13.45 3.55 -21.55 0.43
H -14.84 2.32 -20.12 0.67
H -12.66 -1.21 -20.97 0.20
H -11.11 0.11 -22.45 0.41
H -16.51 1.25 -20.71 0.75
H -18.83 1.64 -19.33 0.94
H -20.97 0.27 -15.29 0.44
H -22.91 1.81 -15.22 0.43
H -20.94 4.63 -17.92 0.38
H -18.97 3.16 -17.75 0.64
H -19.13 -2.34 -12.11 0.48
H -19.82 -3.13 -9.74 0.40
H -15.61 -3.84 -8.86 0.34
H -14.99 -3.13 -11.03 0.90
H -15.40 -4.68 -12.31 0.89
H -13.79 -5.72 -14.23 0.74
H -13.07 -4.96 -19.52 0.61
H -13.55 -2.77 -21.02 0.77
H -14.89 -7.00 -15.91 0.64
H -13.70 -9.14 -16.11 0.52
H -10.34 -7.11 -17.92 0.40
H -11.67 -5.02 -17.94 0.73
H -18.15 -0.09 -11.98 0.73
H -19.40 1.44 -13.78 0.61
F -13.29 0.55 -16.11 -0.25
C -14.58 0.46 -15.61 0.09
F -14.34 -0.42 -14.48 -0.30
H -14.68 1.37 -15.05 0.32
```

---

Density functional theory data (ωB97M-V with the def2-TZVPD basis set) for C45H26Br2I4N4Tm as an isolated structure.

Results
- spin multiplicity = 3
- LUMO energy (alpha / beta) (eV) = -4.134 / -4.139
- net charge = +1
- <S²> = 2.002
- ΔE to the lowest compared entry with this formula, charge and spin (eV) = 0.101
- total energy (eV) = -255061.9222

XYZ file:
```
82
Properties=species:S:1:pos:R:3:mulliken_charge:R:1
Tm 0.78 0.09 0.18 0.40
I -2.47 -2.94 -8.64 0.11
C -1.52 -2.40 -6.83 -0.16
C -0.22 -1.91 -6.84 -0.50
C 0.38 -1.52 -5.66 -0.21
C -0.30 -1.64 -4.45 -0.31
C -1.59 -2.18 -4.46 -0.20
C -2.20 -2.55 -5.64 -0.75
C 0.19 -1.15 -3.15 1.50
C 0.42 -2.10 -2.13 0.19
C 0.57 -3.52 -2.30 -1.18
C 0.97 -4.03 -1.11 -1.56
C 0.97 -2.95 -0.16 0.22
C 1.09 -3.07 1.24 1.03
C 2.02 -4.11 1.75 -0.83
C 1.69 -5.39 2.19 0.22
C 2.67 -6.25 2.66 -0.64
C 3.99 -5.84 2.69 -0.14
I 5.50 -7.13 3.41 0.11
C 4.34 -4.57 2.25 -0.67
C 3.36 -3.72 1.79 -0.11
C 0.45 -2.22 2.16 0.10
N -0.02 -0.97 1.86 0.14
C -0.84 -0.55 2.88 0.21
C -1.48 0.70 2.90 1.58
C -2.60 0.90 3.85 -0.09
C -2.50 0.78 5.23 -0.41
C -3.62 0.93 6.03 -0.66
C -4.85 1.20 5.46 -0.18
I -6.56 1.41 6.68 0.11
C -4.97 1.33 4.08 -0.73
C -3.85 1.19 3.29 -0.25
C -1.25 1.76 2.00 0.11
C -1.73 3.11 2.14 -1.31
C -1.22 3.84 1.11 -1.46
C -0.47 2.93 0.29 0.20
N -0.48 1.70 0.87 0.04
C 0.01 3.20 -1.01 1.50
C 0.25 2.24 -2.01 0.09
C 0.15 2.46 -3.43 -1.25
C 0.09 1.24 -4.02 -1.31
C 0.23 0.25 -2.99 0.47
N 0.36 0.89 -1.78 -0.04
C 0.16 4.63 -1.39 -0.92
C 1.35 5.27 -1.07 -0.14
C 1.56 6.59 -1.43 -0.71
C 0.57 7.27 -2.12 -0.12
I 0.89 9.28 -2.68 0.11
C -0.62 6.65 -2.44 -0.62
C -0.83 5.33 -2.08 -0.10
C -0.90 -1.60 3.86 -1.02
C -0.06 -2.59 3.45 -1.47
N 0.64 -1.80 -0.82 0.21
H 0.31 -1.81 -7.78 0.40
H 1.38 -1.13 -5.68 0.53
H -2.12 -2.29 -3.52 0.51
H -3.20 -2.94 -5.63 0.40
H 0.41 -4.05 -3.22 0.61
H 1.17 -5.05 -0.87 0.61
H 0.66 -5.71 2.17 0.56
H 2.40 -7.23 3.01 0.43
H 5.37 -4.26 2.26 0.41
H 3.64 -2.73 1.45 0.15
H -1.54 0.60 5.69 0.61
H -3.53 0.84 7.11 0.39
H -5.92 1.55 3.64 0.40
H -3.94 1.28 2.22 0.52
H -2.37 3.47 2.92 0.66
H -1.37 4.88 0.91 0.58
H 0.07 3.41 -3.91 0.59
H -0.05 1.03 -5.06 0.55
H 2.12 4.74 -0.54 0.50
H 2.49 7.08 -1.19 0.40
H -1.39 7.18 -2.98 0.42
H -1.75 4.83 -2.34 0.55
H -1.50 -1.59 4.74 0.65
H 0.12 -3.53 3.94 0.63
Br 2.58 1.20 2.37 0.04
C 4.21 0.62 1.47 -0.56
Br 3.70 -0.23 -0.22 -0.01
H 4.75 -0.09 2.10 0.43
H 4.83 1.49 1.26 0.44
```

---

Density functional theory data (ωB97M-V with the def2-TZVPD basis set) for C45H28Cl4N4OV as an isolated structure.

Results
- spin multiplicity = 3
- LUMO energy (alpha / beta) (eV) = -4.356 / -4.293
- net charge = +1
- <S²> = 2.016
- ΔE to the lowest compared entry with this formula, charge and spin (eV) = 0.000
- total energy (eV) = -130902.5053

XYZ file:
```
83
Properties=species:S:1:pos:R:3:mulliken_charge:R:1
V -0.06 -0.10 -0.16 0.60
Cl -1.02 2.91 -8.83 -0.19
C -0.80 2.50 -7.16 0.37
C -0.71 3.51 -6.22 -1.00
C -0.54 3.18 -4.88 -0.02
C -0.46 1.85 -4.48 -0.66
C -0.53 0.85 -5.45 0.03
C -0.71 1.17 -6.79 -0.98
C -0.26 1.48 -3.05 1.56
C -1.29 1.79 -2.14 -0.34
C -2.37 2.71 -2.34 -1.41
C -2.92 2.94 -1.12 -1.29
C -2.23 2.11 -0.18 0.09
C -2.56 1.91 1.16 1.38
C -3.63 2.75 1.76 -0.25
C -3.33 3.62 2.81 -0.07
C -4.32 4.41 3.38 -0.95
C -5.62 4.32 2.90 0.37
Cl -6.86 5.30 3.61 -0.19
C -5.94 3.46 1.87 -0.98
C -4.94 2.68 1.30 -0.12
C -1.99 0.92 1.96 0.06
N -0.96 0.06 1.61 0.61
C -0.92 -0.92 2.59 0.09
C 0.03 -1.95 2.68 1.86
C -0.08 -2.93 3.80 -0.79
C 0.12 -2.55 5.12 0.15
C 0.03 -3.47 6.15 -0.99
C -0.27 -4.79 5.85 0.38
Cl -0.40 -5.95 7.13 -0.19
C -0.46 -5.20 4.54 -0.99
C -0.36 -4.27 3.52 -0.07
C 1.15 -2.04 1.86 -0.13
C 2.35 -2.77 2.18 -1.38
C 3.30 -2.36 1.32 -1.59
C 2.68 -1.41 0.43 0.47
N 1.36 -1.26 0.75 1.04
C 3.32 -0.76 -0.63 1.46
C 2.65 0.06 -1.53 0.00
C 3.16 0.41 -2.82 -1.31
C 2.12 0.92 -3.54 -1.51
C 0.97 0.96 -2.68 0.29
N 1.35 0.48 -1.42 0.15
C 4.77 -1.03 -0.87 -0.90
C 5.72 -0.07 -0.53 0.03
C 7.07 -0.29 -0.76 -0.97
C 7.46 -1.49 -1.34 0.42
Cl 9.15 -1.78 -1.63 -0.19
C 6.54 -2.46 -1.68 -0.98
C 5.19 -2.22 -1.45 0.16
C -1.92 -0.66 3.57 -1.52
C -2.55 0.49 3.20 -1.31
N -1.24 1.42 -0.83 0.66
H -0.77 4.54 -6.53 0.42
H -0.45 3.97 -4.15 0.59
H -0.45 -0.19 -5.16 0.45
H -0.77 0.39 -7.54 0.42
H -2.66 3.15 -3.28 0.67
H -3.72 3.63 -0.89 0.59
H -2.32 3.69 3.17 0.51
H -4.09 5.09 4.18 0.43
H -6.96 3.40 1.52 0.42
H -5.19 1.99 0.50 0.55
H 0.36 -1.52 5.35 0.53
H 0.19 -3.18 7.18 0.42
H -0.69 -6.24 4.33 0.42
H -0.50 -4.58 2.49 0.41
H 2.45 -3.47 2.99 0.53
H 4.34 -2.64 1.29 0.51
H 4.17 0.26 -3.15 0.51
H 2.13 1.26 -4.56 0.50
H 5.40 0.87 -0.09 0.50
H 7.81 0.45 -0.50 0.42
H 6.87 -3.38 -2.13 0.42
H 4.46 -2.98 -1.72 0.50
H -2.12 -1.27 4.43 0.60
H -3.37 0.97 3.72 0.52
C -2.19 -2.36 -0.39 -0.50
O -1.26 -1.48 -1.07 -0.31
H -2.50 -3.14 -1.08 0.34
H -3.04 -1.78 -0.03 0.31
H -1.65 -2.79 0.45 0.04
H -1.66 -1.12 -1.87 0.34
```

---

Density functional theory data (ωB97M-V with the def2-TZVPD basis set) for C45H28F10N5NiO8S2 as an isolated structure.

Results
- LUMO energy (eV) = -2.462
- net charge = -1
- ΔE to the lowest compared entry with this formula, charge and spin (eV) = 0.539
- total energy (eV) = -160834.2411

XYZ file:
```
99
Properties=species:S:1:pos:R:3:mulliken_charge:R:1
Ni 0.04 0.38 -0.30 0.44
C 3.35 -4.39 2.21 -1.87
C 3.33 -3.40 1.04 1.03
C 4.62 -3.50 0.22 -1.52
O 2.24 -3.65 0.18 -0.15
C 1.22 -2.70 0.44 -0.54
C 2.03 -1.51 0.97 -0.08
O 3.16 -2.10 1.57 -0.30
C 1.29 -0.58 1.97 4.53
O 0.15 -0.07 1.38 -1.61
C 0.87 -1.41 3.19 -0.37
C 1.76 -1.67 4.23 -0.05
C 1.36 -2.49 5.27 -1.08
C 0.10 -3.05 5.29 -0.49
C -0.79 -2.77 4.27 -0.93
C -0.40 -1.96 3.22 -0.58
C 2.14 0.63 2.36 -0.08
C 1.58 1.52 3.27 -0.58
C 2.23 2.70 3.58 -0.95
C 3.44 3.01 2.97 -0.56
C 3.99 2.13 2.06 -0.99
C 3.35 0.94 1.75 0.22
C 0.26 -2.49 -0.79 2.48
O -0.41 -1.29 -0.71 -1.37
C -0.78 -3.62 -0.74 0.19
C -2.10 -3.38 -1.09 -0.67
C -3.02 -4.41 -1.07 -0.81
C -2.64 -5.70 -0.73 -0.68
C -1.32 -5.94 -0.39 -1.22
C -0.40 -4.91 -0.38 -0.07
C 0.83 -2.68 -2.21 0.52
C 0.46 -1.76 -3.18 -0.41
C 0.73 -1.99 -4.52 -0.86
C 1.36 -3.16 -4.91 -0.69
C 1.76 -4.07 -3.94 -0.93
C 1.50 -3.84 -2.60 -0.33
H 3.51 -5.39 1.83 0.39
H 2.41 -4.35 2.75 0.34
H 4.15 -4.13 2.89 0.40
H 4.62 -4.43 -0.33 0.31
H 5.49 -3.45 0.87 0.47
H 4.65 -2.68 -0.49 0.15
H 0.58 -3.07 1.25 0.86
H 2.33 -0.88 0.12 -0.94
H 2.74 -1.24 4.21 0.50
H 2.05 -2.70 6.08 0.41
H -0.20 -3.70 6.10 0.40
H -1.79 -3.19 4.28 0.44
H -1.08 -1.72 2.41 0.45
H 0.63 1.28 3.72 0.49
H 1.79 3.39 4.29 0.40
H 3.93 3.94 3.19 0.43
H 4.92 2.36 1.57 0.49
H 3.81 0.25 1.07 0.41
H -2.39 -2.38 -1.37 0.40
H -4.05 -4.21 -1.33 0.43
H -3.36 -6.50 -0.74 0.39
H -1.00 -6.94 -0.13 0.44
H 0.62 -5.11 -0.10 0.38
H -0.06 -0.85 -2.90 0.47
H 0.43 -1.26 -5.26 0.47
H 1.56 -3.36 -5.95 0.36
H 2.28 -4.97 -4.22 0.37
H 1.82 -4.55 -1.87 0.24
F 1.54 2.81 -2.92 -0.23
C 1.12 3.38 -1.78 0.64
F 0.96 4.67 -2.05 -0.19
F 2.08 3.25 -0.88 -0.15
S -0.47 2.55 -1.17 1.28
O -0.17 2.27 0.21 -0.41
O -0.60 1.34 -1.96 -0.78
N -1.63 3.53 -1.47 -0.40
S -1.82 4.74 -0.45 0.96
O -0.59 5.21 0.09 -0.56
O -2.93 4.58 0.43 -0.61
C -2.36 5.97 -1.76 0.66
F -1.40 6.11 -2.67 -0.22
F -3.45 5.52 -2.39 -0.24
F -2.65 7.18 -1.28 -0.23
F 4.73 2.19 -1.31 0.01
C 5.70 1.62 -2.05 0.35
C 6.96 2.17 -2.03 -0.33
F 7.15 3.28 -1.30 -0.32
C 8.06 1.61 -2.73 0.43
C 7.73 0.46 -3.50 0.14
C 6.48 -0.09 -3.52 0.08
F 6.29 -1.17 -4.29 -0.29
C 5.40 0.43 -2.76 0.70
C 4.15 -0.23 -2.67 0.46
C 3.03 0.21 -2.00 0.19
N 2.05 0.44 -1.41 0.10
C 4.01 -1.54 -3.17 -0.10
N 3.97 -2.63 -3.53 -0.40
F 8.68 -0.11 -4.26 -0.31
C 9.37 2.11 -2.64 0.74
C 10.47 1.51 -3.27 -0.03
N 11.44 1.10 -3.73 -0.51
C 9.73 3.23 -1.89 0.01
N 10.10 4.14 -1.29 -0.50
```

---

Density functional theory data (ωB97M-V with the def2-TZVPD basis set) for C45H28F12N2O3PYb as an isolated structure.

Results
- spin multiplicity = 2
- LUMO energy (alpha / beta) (eV) = -0.656 / -0.663
- net charge = 0
- <S²> = 0.751
- total energy (eV) = -129673.6292

XYZ file:
```
92
Properties=species:S:1:pos:R:3:mulliken_charge:R:1
Yb 1.19 1.39 0.58 0.41
C -1.67 3.99 2.36 -0.52
O -1.69 3.41 3.65 -0.50
C -0.49 3.00 4.18 0.08
C -0.27 3.29 5.52 -0.46
C 0.91 2.90 6.14 -0.69
C 1.86 2.22 5.43 -0.97
C 1.67 1.87 4.09 0.81
C 2.67 1.07 3.44 -0.47
N 2.65 0.82 2.17 0.41
N 3.60 -0.06 1.67 -1.02
C 3.37 -0.43 0.44 0.67
O 2.34 -0.08 -0.26 -0.33
C 4.37 -1.31 -0.20 0.32
C 5.05 -2.28 0.53 -0.31
C 5.97 -3.10 -0.12 -0.74
C 6.21 -2.94 -1.47 -0.46
C 5.52 -1.97 -2.19 -0.70
C 4.59 -1.17 -1.56 -0.34
C 0.45 2.24 3.43 0.43
O 0.16 1.86 2.22 0.28
H -2.50 4.71 2.36 0.30
H -1.84 3.25 1.57 0.04
H -0.73 4.52 2.17 0.32
H -1.05 3.80 6.06 0.46
H 1.07 3.14 7.18 0.40
H 2.79 1.93 5.91 0.39
H 3.46 0.64 4.06 0.38
H 4.86 -2.38 1.58 0.46
H 6.48 -3.86 0.44 0.42
H 6.93 -3.57 -1.96 0.41
H 5.72 -1.85 -3.25 0.41
H 4.04 -0.42 -2.11 0.49
F -5.59 -0.01 4.61 -0.28
C -4.96 -1.18 4.50 0.75
F -5.89 -2.09 4.17 -0.26
F -4.53 -1.52 5.73 -0.26
C -3.83 -1.15 3.51 0.33
C -3.05 -2.30 3.36 -1.15
C -2.00 -2.31 2.45 -0.17
C -1.74 -1.17 1.69 -0.41
C -2.52 -0.03 1.85 -0.19
C -3.57 -0.01 2.75 -0.86
P -0.32 -0.97 0.55 2.68
C -1.16 -1.05 -1.08 -0.64
C -0.51 -0.46 -2.15 -0.23
C -1.11 -0.39 -3.40 -0.84
C -2.38 -0.93 -3.57 0.22
C -3.03 -1.55 -2.51 -1.20
C -2.43 -1.61 -1.27 -0.09
C -3.09 -0.84 -4.89 0.74
F -4.19 -0.08 -4.81 -0.26
F -3.50 -2.04 -5.33 -0.27
F -2.33 -0.31 -5.86 -0.29
C 0.51 -2.59 0.65 -0.09
C 1.35 -2.79 1.76 -0.18
C 2.07 -3.96 1.88 -0.94
C 1.96 -4.94 0.90 0.20
C 1.14 -4.75 -0.20 -1.03
C 0.42 -3.57 -0.32 -0.62
C 2.78 -6.20 1.05 0.69
F 2.40 -7.17 0.21 -0.29
F 4.08 -5.97 0.81 -0.22
F 2.70 -6.70 2.29 -0.28
H -3.26 -3.17 3.96 0.43
H -1.39 -3.19 2.35 0.43
H -2.28 0.85 1.27 0.35
H -4.16 0.88 2.89 0.50
H 0.49 -0.05 -2.01 0.62
H -0.61 0.10 -4.23 0.51
H -4.01 -1.98 -2.66 0.44
H -2.94 -2.08 -0.44 0.55
H 1.41 -2.02 2.51 0.45
H 2.73 -4.12 2.73 0.49
H 1.05 -5.52 -0.95 0.49
H -0.22 -3.43 -1.18 0.43
F -3.72 5.73 -6.70 -0.29
C -2.44 5.37 -6.87 0.81
F -1.77 6.49 -7.20 -0.26
F -2.40 4.58 -7.96 -0.26
C -1.83 4.72 -5.66 0.47
C -2.57 4.57 -4.49 -0.69
C -1.96 4.03 -3.37 -0.48
C -0.62 3.64 -3.41 0.28
C 0.10 3.79 -4.60 -0.60
C -0.50 4.32 -5.72 -0.82
C -0.01 3.12 -2.24 -0.08
C 0.49 2.68 -1.23 -0.56
H -3.60 4.88 -4.46 0.47
H -2.51 3.91 -2.46 0.49
H 1.14 3.49 -4.63 0.49
H 0.05 4.45 -6.64 0.40
```